<a>
DFT (ωB97M-V/def2-TZVPD) results for a cluster of 2 separate species, C4H4ClN3 in total.

The net charge is 0. Its orbital gap (alpha / beta) is 8.169 / 8.372 eV. As for the spin multiplicity: 1.

Last column: Mulliken charge in e.
Atoms and positions in Å:
C1 -1.862 0.934 -0.058  -0.304
C2 -1.423 -0.122 0.689  -0.346
C3 0.145 0.615 -0.601  0.032
C4 2.397 1.002 -1.812  0.372
N1 -0.851 1.383 -0.868  -0.479
N2 3.304 0.421 -1.249  -0.409
N3 -0.110 -0.320 0.327  -0.020
Cl1 2.083 1.967 -3.127  -0.064
H1 -2.823 1.405 -0.080  0.393
H2 -1.908 -0.728 1.426  0.375
H3 4.278 0.433 -1.547  0.269
H4 0.520 -1.023 0.670  0.180

---

<b>
DFT (ωB97M-V/def2-TZVPD) results for a cluster of 2 separate species, C4H4ClN3 in total.

The net charge is 0. Its orbital gap is 7.201 eV. As for the spin multiplicity: 1.

Last column: Mulliken charge in e.
Atoms and positions in Å:
C1 1.319 1.620 -0.103  -0.445
C2 0.012 1.195 -0.216  -0.062
C3 1.442 -0.488 0.207  -0.049
C4 -0.858 -1.142 -0.099  0.437
N1 2.163 0.557 0.168  -0.496
N2 -1.235 -2.262 -0.100  -0.215
N3 0.082 -0.244 -0.102  0.029
Cl1 -3.295 0.558 0.037  -0.655
H1 1.490 2.676 -0.182  0.358
H2 -1.002 1.531 -0.404  0.316
H3 1.952 -1.367 0.490  0.415
H4 -2.070 -2.635 0.304  0.368

---

The energetic minimum among the shown structures is <b>; the next structure lies 28.7 kcal/mol above.